Molecular formula: C5H12OS
Method: DFT, wB97M-V/def2-TZVPD

Kohn-Sham gap: 0.3099 Ha
E_LUMO: 0.32 eV
E_HOMO: -8.12 eV
2S+1: 1
Total energy: -670.901483 Ha
Energy above the lowest of the compared OMol25 structures with the same formula, charge and spin: 608.5 kJ/mol

```
19
Properties=species:S:1:pos:R:3:forces:R:3:lowdin_charge:R:1
C 0.9264 -1.2160 0.3946 -0.04 1.64 2.42 -0.11
C 2.7340 0.6881 -0.1761 -4.96 -1.30 0.78 -0.10
C -2.1733 -1.3098 0.4363 -0.17 1.34 -2.46 -0.20
C -2.0207 1.4269 0.1532 2.52 1.63 0.59 -0.21
C 1.9786 -0.6631 -0.4695 1.79 0.00 -1.17 -0.41
O -0.8862 -0.1982 -1.5812 0.24 -0.06 -3.55 -0.47
S -0.9446 -0.0701 -0.1694 -1.60 -0.06 3.13 0.77
H 1.1611 -0.7414 1.4790 -0.57 -1.10 -1.73 0.05
H 1.9240 1.3858 0.0819 0.43 0.26 -0.06 0.07
H 3.4245 0.6720 0.5702 1.88 -0.31 2.28 0.03
H 3.1530 0.9527 -1.0462 1.72 1.32 -3.14 0.02
H -2.1967 -1.2397 1.4534 0.73 -0.63 3.00 0.02
H -3.2246 -1.0895 0.2152 0.37 0.37 -0.85 0.06
H -1.8543 -2.2038 -0.0646 0.18 -0.63 0.43 0.05
H -1.9890 1.7629 1.1992 -0.93 -0.99 0.10 0.06
H -1.5568 2.3566 -0.2144 0.96 -0.57 -0.52 0.05
H -2.8955 1.5104 -0.4344 -1.50 -0.95 0.00 0.04
H 2.8609 -1.4619 -0.2594 -2.14 0.97 -1.05 0.16
H 1.5790 -0.5619 -1.5679 1.10 -0.92 1.81 0.12
```
Positions in Å, forces in eV/Å.

***

Molecular formula: C3H7Br3Si
Method: DFT, wB97M-V/def2-TZVPD

Kohn-Sham gap: 0.2868 Ha
E_LUMO: -1.57 eV
E_HOMO: -9.37 eV
2S+1: 1
Total energy: -8130.128582 Ha
Energy above the lowest of the compared OMol25 structures with the same formula, charge and spin: 133.4 kJ/mol

```
14
Properties=species:S:1:pos:R:3:forces:R:3:lowdin_charge:R:1
C 0.8619 -0.5206 -1.1578 -0.22 -0.03 -0.04 -0.14
C 0.9435 0.2315 1.2425 -0.22 0.06 0.21 -0.14
C 0.3188 0.4680 -0.1271 -0.17 -0.19 -0.02 -0.58
Si -1.5742 0.3841 -0.0453 -0.49 -1.48 0.06 -0.19
Br -2.3417 -2.6193 0.2100 0.74 2.47 -0.19 -0.22
Br -2.5053 1.3552 1.7038 0.26 -0.35 -0.38 0.37
Br -2.6146 1.0162 -1.8855 0.28 -0.26 0.40 0.36
H 1.9387 -0.4007 -1.2486 0.12 0.07 0.01 0.08
H 0.6599 -1.5414 -0.8442 -0.05 -0.14 -0.01 0.06
H 0.4188 -0.3668 -2.1386 -0.02 -0.03 -0.13 0.07
H 0.6391 -0.7367 1.6400 0.04 -0.05 0.06 0.08
H 0.6611 1.0055 1.9557 -0.01 -0.04 0.05 0.06
H 2.0278 0.2390 1.1541 0.10 -0.02 -0.04 0.08
H 0.5663 1.4860 -0.4592 -0.35 0.01 0.01 0.11
```
Positions in Å, forces in eV/Å.

***

Molecular formula: C23H23AsCl3N3NiO3S
Method: DFT, wB97M-V/def2-TZVPD

Kohn-Sham gap (spin up / spin down): 0.2351 / 0.2351 Ha
E_LUMO (spin up / spin down): -1.07 / -1.07 eV
E_HOMO (spin up / spin down): -7.47 / -7.47 eV
2S+1: 1
Total energy: -6803.150130 Ha
Energy above the lowest of the compared OMol25 structures with the same formula, charge and spin: 0.0 kJ/mol

```
58
Properties=species:S:1:pos:R:3:forces:R:3:lowdin_charge:R:1
Ni -0.1695 -0.2561 -0.1707 0.07 -0.14 -0.17 0.44
Cl 4.0875 -5.8545 0.1693 0.00 0.00 0.00 0.65
C 2.7587 -4.7304 0.2103 -0.01 0.01 0.00 -0.67
C 2.3893 -4.1561 1.4134 -0.01 0.00 -0.01 -0.13
C 1.3402 -3.2581 1.4213 -0.06 -0.01 0.07 -0.57
Cl 0.8560 -2.5434 2.9272 0.02 -0.03 -0.04 0.72
C 0.6333 -2.8912 0.2660 0.04 -0.04 -0.02 -0.47
O -0.3617 -2.0331 0.3096 -0.03 0.06 0.07 -0.22
C 1.0325 -3.5338 -0.9164 0.01 0.01 0.03 -0.59
Cl 0.1705 -3.1855 -2.3790 -0.01 0.02 -0.01 0.71
C 2.0828 -4.4341 -0.9588 0.01 -0.01 -0.02 -0.14
H 2.9118 -4.3959 2.3279 0.00 0.01 0.00 0.11
H 2.3633 -4.8980 -1.8934 0.00 0.00 0.00 0.10
N -1.8576 3.3663 -1.0232 0.00 0.00 0.05 0.14
C -0.8567 4.3616 -1.1654 -0.02 0.00 -0.01 -0.25
C -1.1315 5.6906 -0.8920 0.00 -0.01 0.00 -0.02
C -0.1308 6.6412 -1.0380 0.00 0.01 -0.01 -0.08
C 1.1462 6.2571 -1.4157 0.00 0.01 0.01 -0.08
C 1.4258 4.9179 -1.6499 -0.01 -0.02 0.01 -0.09
C 0.4168 3.9712 -1.5546 0.00 0.00 0.03 -0.46
S 0.7369 2.2757 -1.9288 0.02 -0.04 0.00 1.06
N -0.3875 1.5447 -0.8727 -0.04 0.06 0.03 -0.27
C -1.5046 2.1140 -0.5975 0.03 0.01 -0.03 -0.33
C -2.4260 1.3116 0.2381 -0.01 -0.02 0.00 -0.18
C -3.6339 1.7445 0.7486 0.01 0.01 0.00 0.01
C -4.3700 0.8683 1.5359 -0.01 0.00 0.00 -0.04
C -3.8726 -0.3962 1.7862 0.00 -0.01 0.00 -0.02
C -2.6457 -0.7583 1.2470 0.00 0.01 -0.02 -0.05
N -1.9511 0.0815 0.4885 0.00 0.01 0.05 0.05
H -2.7517 3.7056 -0.7087 0.02 -0.01 -0.02 0.12
H -2.1257 5.9838 -0.5749 0.00 0.00 0.00 0.11
H -0.3508 7.6819 -0.8431 0.00 0.00 0.00 0.11
H 1.9299 6.9954 -1.5151 0.00 0.00 0.00 0.11
H 2.4265 4.6019 -1.9159 0.00 0.00 0.00 0.11
H -4.0055 2.7419 0.5585 0.00 0.00 0.00 0.11
H -5.3194 1.1795 1.9504 0.00 0.00 0.00 0.12
H -4.4160 -1.1026 2.3969 0.00 0.00 0.00 0.12
H -2.1754 -1.7212 1.4027 0.00 0.00 0.00 0.12
C 3.7444 -0.8821 -1.2974 0.02 0.09 -0.02 0.01
C 2.5753 -0.6041 -0.3793 0.01 -0.30 0.09 -0.66
O 2.7033 -0.5851 0.8382 -0.02 0.21 -0.03 -0.02
O 1.4570 -0.4424 -1.0222 -0.06 0.11 -0.05 -0.18
H 4.6455 -1.0603 -0.7174 0.00 0.01 0.00 0.08
H 3.8905 -0.0322 -1.9659 0.02 0.00 -0.02 0.08
H 3.5173 -1.7498 -1.9176 -0.01 0.01 0.02 0.08
C 2.1419 2.5808 1.6414 0.01 -0.02 0.01 -0.30
As 0.7731 1.3227 2.2577 -0.04 0.09 0.04 1.10
C 1.6856 0.7469 3.8829 0.02 -0.02 -0.02 -0.34
C -0.3987 2.6980 3.0700 0.01 -0.01 0.00 -0.33
H 2.4822 3.2036 2.4701 0.00 0.00 0.00 0.03
H 1.7359 3.2239 0.8602 -0.01 -0.01 -0.03 -0.01
H 2.9781 2.0117 1.2395 0.00 -0.01 -0.01 0.02
H 2.1135 1.6032 4.4052 0.00 0.00 0.01 0.02
H 2.4709 0.0526 3.5887 0.01 0.00 0.01 0.01
H 0.9879 0.2284 4.5392 -0.01 -0.01 0.00 0.01
H 0.1486 3.3375 3.7645 0.01 -0.01 0.00 0.02
H -1.2232 2.2199 3.6015 0.00 0.00 0.00 0.01
H -0.8177 3.3284 2.2807 0.00 -0.01 0.00 0.00
```
Positions in Å, forces in eV/Å.